Entry 1:
The following is a quantum chemistry calculation of a structure of composition C31H40N3O3RuS2Se2Si, from the OMol25 dataset.

Cartesian coordinates (Å):
1 Ru -0.59062 0.20993 -0.46215
2 Se 1.94655 -0.56700 0.40430
3 Se 1.88628 0.87492 2.25431
4 C -0.00543 0.93352 2.51025
5 C -0.33855 1.53797 3.73717
6 C -1.65894 1.61159 4.10660
7 C -2.63292 1.07179 3.26429
8 C -2.23194 0.51400 2.07914
9 N -0.94053 0.44552 1.67933
10 C 3.15402 0.48082 -0.70230
11 C 4.42852 -0.03947 -0.86645
12 C 5.32718 0.70838 -1.61537
13 C 4.91174 1.92022 -2.13826
14 C 3.60558 2.33284 -1.90913
15 N 2.73116 1.61922 -1.20904
16 H 0.44634 1.95966 4.35558
17 H -1.93250 2.08662 5.03863
18 H -3.68148 1.08602 3.52351
19 H -2.95372 0.08983 1.38886
20 H 4.71576 -0.97779 -0.41684
21 H 6.33748 0.35417 -1.76576
22 H 5.57949 2.54768 -2.70736
23 H 3.24976 3.27899 -2.29720
24 C 0.14917 -3.09270 -1.31225
25 Si -1.24570 -2.30005 -0.32784
26 C -2.95645 -2.36404 -1.22019
27 C -4.11854 -2.51853 -0.23063
28 C -3.25372 -1.12956 -2.07942
29 C -2.96816 -3.59232 -2.14722
30 C -1.16999 -3.10925 1.41718
31 C -2.23367 -2.75878 2.46087
32 C 0.18813 -2.88327 2.09294
33 C -1.30568 -4.61517 1.09780
34 H -0.19705 -4.02109 -1.76546
35 H 0.96914 -3.34772 -0.64174
36 H 0.56710 -2.46356 -2.09366
37 H -4.13683 -1.73605 0.52898
38 H -4.11077 -3.47974 0.27819
39 H -5.05637 -2.45528 -0.78587
40 H -3.28940 -0.20936 -1.48779
41 H -4.23707 -1.24984 -2.53877
42 H -2.53576 -0.98212 -2.88518
43 H -2.78921 -4.52632 -1.61665
44 H -2.23995 -3.52320 -2.95033
45 H -3.95371 -3.66791 -2.61257
46 H -2.23092 -1.70703 2.72946
47 H -2.00077 -3.31174 3.37314
48 H -3.24336 -3.03920 2.17191
49 H 0.32087 -1.84486 2.40118
50 H 1.03765 -3.18220 1.47977
51 H 0.22667 -3.48757 3.00142
52 H -2.24632 -4.85674 0.60431
53 H -1.29186 -5.16828 2.03898
54 H -0.48921 -4.99705 0.48843
55 N -2.05598 2.14568 -0.59246
56 C -1.20942 3.05998 0.11920
57 C -1.66570 3.73878 1.23736
58 C -0.73529 4.33359 2.07585
59 C 0.61829 4.27956 1.78155
60 C 1.02945 3.75823 0.56799
61 C 0.12638 3.12309 -0.26167
62 S 1.86452 4.67062 2.98698
63 O 2.86162 5.42831 2.27958
64 O 2.28647 3.28774 3.31116
65 O 1.15586 5.32919 4.05692
66 H -2.96634 2.04927 -0.15062
67 H -2.24000 2.45303 -1.54712
68 H -2.71359 3.71266 1.50471
69 H -1.02738 4.79343 3.01043
70 H 2.08064 3.77874 0.32620
71 H 0.51505 2.69564 -1.18441
72 S -0.14872 0.58705 -2.68890
73 C -0.13989 -0.22874 -4.21363
74 C 0.33722 0.53292 -5.29397
75 C 0.38842 -0.01829 -6.55856
76 C -0.03984 -1.32056 -6.76568
77 C -0.52847 -2.07641 -5.70606
78 C -0.57692 -1.53907 -4.43713
79 H 0.66120 1.54857 -5.11732
80 H 0.75735 0.56867 -7.38763
81 H 0.00086 -1.74895 -7.75680
82 H -0.87250 -3.08519 -5.88219
83 H -0.96950 -2.11553 -3.61812

Forces on the atoms, in the same order (eV/Å):
-0.15 -0.09 0.21
-0.17 -0.07 -0.27
0.08 0.18 -0.32
0.12 0.17 0.41
-0.10 -0.11 -0.21
0.02 -0.02 -0.01
0.03 -0.04 -0.10
-0.21 0.15 -0.06
0.22 0.05 0.01
0.07 -0.25 0.21
0.01 0.12 -0.08
-0.02 0.02 0.01
-0.07 -0.01 0.03
0.14 0.07 -0.10
-0.11 -0.04 0.01
0.02 -0.01 -0.08
-0.01 0.00 0.02
-0.01 0.00 0.01
0.01 0.03 0.05
-0.01 -0.04 0.04
0.02 0.00 -0.01
0.06 0.03 -0.04
-0.02 0.04 -0.03
0.03 0.11 0.05
0.06 -0.07 0.14
0.04 -0.06 -0.02
0.02 0.06 0.03
0.05 0.11 0.00
-0.07 -0.01 0.04
0.03 0.08 -0.02
-0.12 -0.01 0.00
0.03 -0.01 -0.06
-0.01 0.01 0.02
-0.06 -0.06 -0.07
0.00 0.00 0.05
-0.04 0.06 -0.07
-0.01 0.05 0.01
0.05 -0.05 0.03
-0.05 -0.01 -0.02
0.01 0.01 0.04
-0.06 -0.01 -0.03
-0.06 0.02 0.08
0.02 -0.05 0.07
0.08 0.00 -0.08
-0.05 -0.01 -0.01
0.02 -0.01 0.02
0.00 -0.05 0.04
0.02 0.01 -0.04
0.01 0.01 0.00
0.00 0.02 -0.03
0.01 -0.04 0.04
-0.09 -0.01 -0.04
0.02 -0.02 0.05
0.07 0.00 -0.06
-0.41 -0.09 -0.54
-0.06 0.18 0.02
0.20 -0.33 0.02
0.09 0.07 0.26
-0.30 0.16 -0.36
0.13 -0.04 0.14
0.24 0.09 -0.14
-0.14 -0.34 0.09
0.18 0.04 0.00
0.04 0.15 0.32
0.01 0.00 0.13
0.11 0.06 0.11
0.17 -0.11 0.06
-0.09 0.04 -0.02
-0.08 0.06 0.01
0.10 0.02 -0.07
-0.29 -0.03 0.14
0.05 -0.09 0.02
0.04 -0.02 -0.18
0.01 0.01 0.07
0.04 0.11 0.00
-0.02 -0.08 -0.05
0.02 0.01 -0.03
0.00 -0.01 0.12
0.03 0.05 -0.02
0.02 0.03 0.00
-0.01 -0.02 -0.04
-0.02 -0.06 0.04
0.06 -0.08 0.06

Calculated values
- LUMO (alpha / beta) (eV) = -4.182 / -5.743
- orbital gap (alpha / beta) (Eh) = 0.2301 / 0.1727
- calculated total energy (eV) = -206223.7016
- ⟨S²⟩ = 6.043
- energy above the lowest of the compared OMol25 structures with the same formula, charge and spin (kcal per mole) = 3.22
- net charge = +1
- 2S+1 = 5

Entry 2:
The following is a quantum chemistry calculation of a structure of composition C31H40N5V, from the OMol25 dataset.

Cartesian coordinates (Å):
1 V 0.38912 0.47064 0.61683
2 N 0.85886 -3.89025 1.08612
3 C 1.16737 -2.61634 0.84575
4 N 0.53690 -1.59223 1.33933
5 C -0.49595 -1.84107 2.27078
6 N -0.98063 -0.87411 2.97606
7 N -0.33426 0.29893 2.63001
8 C 0.08665 1.05900 3.56198
9 C 1.01994 2.09839 3.12990
10 C 1.38523 3.15630 3.94558
11 C 2.28965 4.09077 3.46783
12 C 2.80368 3.92111 2.19106
13 C 2.39079 2.83335 1.44315
14 N 1.51958 1.92322 1.88298
15 C -0.98190 -3.20589 2.43848
16 C -2.12262 -3.51196 3.18470
17 C -2.52419 -4.82253 3.31944
18 C -1.79146 -5.84795 2.71642
19 C -0.66341 -5.56500 1.97550
20 C -0.26861 -4.23853 1.83992
21 H 1.41102 -4.61574 0.65639
22 H 2.00873 -2.43643 0.18946
23 H -0.14013 0.87898 4.60840
24 H 0.95908 3.24758 4.93547
25 H 2.58841 4.93050 4.08005
26 H 3.51814 4.61595 1.77376
27 H 2.77562 2.68028 0.44475
28 H -2.67207 -2.70382 3.64700
29 H -3.40805 -5.06025 3.89455
30 H -2.11178 -6.87486 2.82777
31 H -0.09493 -6.35605 1.50249
32 C 0.40028 1.87712 -1.20835
33 C 0.77096 0.59780 -1.71881
34 C -0.37175 -0.25771 -1.52781
35 C -1.37325 0.53267 -0.89614
36 C -0.91439 1.85464 -0.70666
37 C -1.74070 3.03826 -0.24098
38 C -0.90810 4.02415 0.58005
39 C -2.26697 3.75774 -1.49189
40 C -2.92512 2.57045 0.60642
41 C -0.82735 -1.60517 -2.12719
42 C -1.56990 -1.25913 -3.43182
43 C 0.24716 -2.64190 -2.46777
44 C -1.82947 -2.31153 -1.19761
45 C 2.11005 0.38568 -2.42965
46 C 2.92251 -0.77325 -1.83599
47 C 3.00001 1.62864 -2.29310
48 C 1.87901 0.19054 -3.93649
49 H 1.03468 2.74942 -1.20609
50 H -2.36395 0.18938 -0.64963
51 H -0.02041 4.35762 0.03859
52 H -0.58985 3.58089 1.52587
53 H -1.50402 4.90911 0.81076
54 H -1.44129 4.13220 -2.09978
55 H -2.89669 4.60443 -1.21085
56 H -2.85947 3.08024 -2.10910
57 H -2.58852 2.00137 1.47724
58 H -3.61008 1.94415 0.03322
59 H -3.49208 3.43235 0.96255
60 H -0.91049 -0.77144 -4.15070
61 H -2.40289 -0.58462 -3.23195
62 H -1.96538 -2.16706 -3.89290
63 H 0.99941 -2.27879 -3.15894
64 H -0.23493 -3.49802 -2.94355
65 H 0.74191 -3.01418 -1.57082
66 H -2.76853 -1.76915 -1.10400
67 H -1.42489 -2.45443 -0.19522
68 H -2.06998 -3.29416 -1.60811
69 H 3.13396 -0.57498 -0.77932
70 H 3.88285 -0.85908 -2.34927
71 H 2.42200 -1.73316 -1.92057
72 H 3.27469 1.81016 -1.25170
73 H 2.53058 2.52371 -2.70037
74 H 3.92664 1.46425 -2.84422
75 H 1.27964 -0.68640 -4.16378
76 H 2.83412 0.08747 -4.45553
77 H 1.36122 1.05777 -4.34996

Forces on the atoms, in the same order (eV/Å):
-0.08 0.19 -0.25
-0.03 -0.05 0.04
0.03 0.07 0.05
-0.05 -0.24 0.22
-0.06 0.18 0.02
0.13 -0.13 -0.11
-0.04 -0.05 -0.23
0.01 -0.04 -0.12
0.00 0.03 -0.06
0.04 0.04 0.01
0.03 -0.04 -0.09
-0.04 0.05 0.14
0.04 -0.07 -0.10
-0.09 0.06 0.08
-0.02 -0.01 0.04
0.02 0.03 0.00
0.00 -0.03 -0.01
-0.02 0.01 0.02
0.01 0.01 0.00
0.07 0.02 -0.05
0.00 0.00 0.01
0.00 0.00 -0.03
-0.02 0.00 0.00
-0.02 -0.03 -0.01
0.00 0.00 0.00
0.00 0.00 0.00
-0.02 0.00 0.03
0.00 0.00 0.00
0.00 0.00 0.00
0.00 0.00 0.00
0.00 0.00 0.00
0.14 0.05 0.17
0.09 0.02 0.10
-0.19 -0.11 -0.01
0.09 0.02 0.16
-0.08 0.00 0.13
-0.01 -0.02 -0.01
0.03 0.01 0.00
-0.01 0.00 -0.01
-0.01 0.01 0.02
0.04 0.04 -0.05
0.01 -0.01 -0.03
-0.07 0.01 0.05
0.00 0.01 -0.03
-0.01 -0.02 -0.06
0.05 0.01 0.00
0.03 -0.02 0.01
0.01 -0.01 0.02
0.00 -0.02 -0.03
-0.01 -0.03 0.03
-0.01 0.00 0.00
0.00 0.00 0.00
0.01 0.00 0.00
0.00 0.00 0.00
0.00 0.00 0.00
0.00 0.00 0.00
0.00 0.00 -0.01
0.01 0.00 -0.01
0.00 0.00 0.00
-0.01 -0.01 0.02
0.00 0.00 0.00
0.00 0.00 0.00
-0.01 0.00 0.00
-0.03 0.01 0.02
0.05 -0.02 -0.04
0.00 0.02 0.00
0.00 -0.02 -0.01
-0.01 0.01 0.00
-0.01 0.01 0.01
0.00 0.00 -0.01
0.02 0.06 0.02
-0.01 0.00 -0.04
0.00 -0.01 -0.01
0.01 -0.01 0.00
0.00 0.00 -0.01
0.00 0.00 0.00
0.00 0.01 0.00

Calculated values
- LUMO (alpha / beta) (eV) = -3.291 / -3.499
- orbital gap (alpha / beta) (Eh) = 0.2409 / 0.2655
- calculated total energy (eV) = -65931.0510
- ⟨S²⟩ = 3.774
- energy above the lowest of the compared OMol25 structures with the same formula, charge and spin (kcal per mole) = 0.00
- net charge = +1
- 2S+1 = 4